(1)
The following is a DFT calculation (ωB97M-V/def2-TZVPD) of a cluster of 2 separate species, H7N3P2 in total in a non-equilibrium geometry.

Geometry as XYZ:
```
12
Properties=species:S:1:pos:R:3
H -1.10403 -0.77291 0.04002
N -1.78338 -0.18669 0.58484
P -2.78490 0.55350 -0.37903
H -3.59606 0.97751 0.70145
N 1.57393 -1.32598 -0.83317
P 1.36921 -0.23831 0.22888
N 0.76648 1.03896 -0.56860
H 1.93893 -2.11260 -0.44076
H 0.51934 -0.42028 1.30776
H 2.72307 0.25016 0.73305
H 0.15706 1.57711 0.05513
H 0.22036 0.65952 -1.42956
```

- Largest force on an atom: 0.0680 hartree/bohr
- E_HOMO: -0.3293 hartree
- Electronic energy: -851.07251 hartree
- ΔE to the lowest compared entry with this formula, charge and spin: 237.1 kJ/mol
- Kohn-Sham gap: 8.2 eV

(2)
The following is a DFT calculation (ωB97M-V/def2-TZVPD) of a cluster of 2 separate species, H7N4P in total in a non-equilibrium geometry.

Geometry as XYZ:
```
12
Properties=species:S:1:pos:R:3
H -1.08971 -1.30501 1.85433
N -0.76231 -1.30255 0.93947
P -1.21751 0.02010 0.31502
N -0.82200 0.13622 -1.26911
N -2.05226 1.21855 0.79635
H -2.74191 0.89166 1.36518
H -0.29130 -0.75420 -1.46154
H -0.99333 0.93087 -1.93178
N 2.50903 -0.27188 -0.00863
H 1.47297 -0.11641 -0.13555
H 3.07899 -0.04505 -0.92891
H 2.90933 0.59771 0.46517
```

- Largest force on an atom: 0.0697 hartree/bohr
- E_HOMO: -0.3579 hartree
- Electronic energy: -564.53590 hartree
- ΔE to the lowest compared entry with this formula, charge and spin: 116.3 kJ/mol
- Kohn-Sham gap: 10.1 eV

(3)
The following is a DFT calculation (ωB97M-V/def2-TZVPD) of a structure of composition H7NS2Si3 in a non-equilibrium geometry.

Geometry as XYZ:
```
13
Properties=species:S:1:pos:R:3
N 1.62509 -0.88094 -0.62219
Si 0.63223 -1.20353 0.82200
Si 1.35770 0.72991 -1.09099
Si -2.45331 0.69750 0.30879
S -2.88755 -1.14484 -0.32937
S -0.05095 0.84832 0.83300
H 2.19020 -1.62904 -0.95060
H -0.64214 -2.10503 0.62288
H 1.73155 -1.30771 1.97192
H 2.63999 1.27447 -0.68935
H 0.83692 1.39034 -2.30063
H -2.15423 1.77937 -0.74454
H -2.63931 1.07221 1.68346
```

- Largest force on an atom: 0.0437 hartree/bohr
- E_HOMO: -0.2993 hartree
- Electronic energy: -1723.83859 hartree
- ΔE to the lowest compared entry with this formula, charge and spin: 147.6 kJ/mol
- Kohn-Sham gap: 7.8 eV

(4)
The following is a DFT calculation (ωB97M-V/def2-TZVPD) of a cluster of 3 separate species, H7O3 in total.

Geometry as XYZ:
```
10
Properties=species:S:1:pos:R:3
O -1.23194 1.28960 1.19546
H -1.26164 1.84029 1.98384
H -2.06542 1.47212 0.73831
O 1.10545 -1.77200 -0.49528
H 0.41516 -2.40591 -0.27435
H 1.95363 -2.23743 -0.56553
O 0.43545 0.56100 -0.62565
H 0.72646 -0.51354 -0.52243
H -0.16698 0.97559 0.06516
H 0.08983 0.79029 -1.49953
```

- Largest force on an atom: 0.0144 hartree/bohr
- E_HOMO: -0.6302 hartree
- Electronic energy: -229.65646 hartree
- ΔE to the lowest compared entry with this formula, charge and spin: 14.4 kJ/mol
- Kohn-Sham gap: 13.5 eV
- Net charge: +1

Q: Which value of largest force on an atom does entry 4 give?
A: 0.0144 hartree/bohr

Q: Which value of largest force on an atom does entry 2 give?
A: 0.0697 hartree/bohr

Q: Look up the Kohn-Sham gap of the third one.
A: 7.8 eV

Q: Which value of Kohn-Sham gap does entry 4 give?
A: 13.5 eV